No. 1
Computed, not measured: a 4-piece molecular cluster, C10H29NO7 overall in a non-equilibrium geometry, with ωB97M-V/def2-TZVPD.

Each line ends with the natural charge from an NBO analysis.
Geometry (Å):
C  -2.7537  1.5311  -1.3159  -0.2366
O  -3.5523  0.3835  -1.4322  -0.5566
C  -3.0896  -0.8526  -0.8682  -0.0781
C  -1.9885  -1.5214  -1.7581  -0.2470
N  -0.8271  -1.6331  -0.9721  -0.6722
C  0.0449  -2.4785  -1.8065  -0.2611
C  1.3710  -2.8687  -1.1094  -0.0736
O  2.3827  -1.8247  -1.2380  -0.5862
C  3.0411  -1.7499  -2.5409  -0.2581
H  -2.6187  1.6669  -0.2428  0.1639
H  -3.2337  2.3789  -1.8047  0.1971
H  -1.7698  1.3851  -1.7618  0.1537
H  -3.8806  -1.5857  -0.7103  0.1959
H  -2.9028  -0.5863  0.1722  0.1850
H  -1.7764  -1.1308  -2.7534  0.1818
H  -2.3265  -2.5371  -1.9639  0.1838
H  -0.4326  -0.7121  -0.8443  0.4064
H  0.2382  -2.1424  -2.8252  0.1755
H  -0.3637  -3.4816  -1.9287  0.2004
H  1.7932  -3.7347  -1.6193  0.1728
H  1.0817  -3.2307  -0.1228  0.2095
H  2.3206  -1.1897  -3.1370  0.1702
H  3.1583  -2.7047  -3.0535  0.1794
H  4.0128  -1.2625  -2.6210  0.2072
C  1.3307  4.0414  2.1731  -0.0847
C  1.9233  4.0156  0.7375  -0.0956
O  0.9797  3.2823  -0.1727  -0.7316
O  2.3221  4.7102  2.9650  -0.7404
H  1.1360  3.0390  2.5544  0.1693
H  0.3589  4.5337  2.2093  0.1651
H  2.9716  3.7177  0.7589  0.1789
H  2.0456  5.0460  0.4038  0.1835
H  1.0434  2.4139  0.2315  0.4747
H  2.1485  4.7100  3.9092  0.4771
C  -0.5487  -1.8998  2.4538  -0.0846
C  -0.8145  -0.3578  2.5165  -0.0957
O  -0.1079  0.3297  3.6275  -0.7475
O  -1.5174  -2.5251  1.6429  -0.7560
H  -0.3581  -2.3195  3.4415  0.1819
H  0.4348  -2.0962  2.0268  0.1456
H  -1.8937  -0.2571  2.6311  0.1707
H  -0.5376  0.0253  1.5344  0.1803
H  -0.7286  0.6465  4.2878  0.4730
H  -1.2847  -2.3784  0.7232  0.4953
O  0.7491  0.4563  -0.5639  -0.9654
H  1.0676  1.0360  -1.2558  0.4907
H  1.3512  -0.2877  -0.5781  0.5023

Gap between HOMO and LUMO   9.932 eV
SMILES   COCCNCCOC.OCCO.OCCO.O

***

No. 2
Computed, not measured: C31H39BBr2F2N7O2SSiZr as an isolated structure in a non-equilibrium geometry, with ωB97M-V/def2-TZVPD.

Each line ends with the Mulliken charge.
Geometry (Å):
Zr  0.0324  -0.0193  0.5158  0.5695
N  1.2052  -1.3131  -2.5752  -0.1371
N  0.9723  -0.9204  -3.8851  -0.5965
C  0.3857  0.2431  -4.1741  0.5182
N  0.4685  0.6356  -5.4563  -0.4262
S  -0.5070  1.2504  -3.1445  0.0243
H  2.1991  -1.3350  -2.3824  0.3065
H  0.7788  -2.2137  -2.4009  0.2536
H  1.3778  -1.4505  -4.6442  0.2234
H  1.1793  0.2765  -6.0717  0.2108
H  -0.0283  1.4623  -5.7404  0.2204
C  -1.1335  -3.4636  0.5636  -1.5857
C  0.3573  -3.3680  0.4672  0.2888
C  1.1246  -4.5594  0.4852  -1.1096
C  2.4785  -4.5057  0.3757  -1.0953
C  3.1247  -3.2534  0.2421  1.0805
C  4.5240  -3.0738  0.0856  -0.0783
Br  5.6815  -4.5637  0.0806  -0.1997
C  5.0468  -1.8248  -0.0699  -0.3681
C  4.2060  -0.6916  -0.0632  0.2412
Br  4.9801  1.0023  -0.3222  -0.1439
C  2.8478  -0.7985  0.1190  0.0957
O  2.0147  0.2305  0.1337  -0.2024
C  2.3065  -2.1139  0.2532  -0.5699
N  0.9394  -2.1928  0.3564  1.3119
H  -1.4073  -4.1537  1.3625  0.5226
H  -1.5347  -3.8679  -0.3680  0.3405
H  -1.6068  -2.5038  0.7455  -0.0413
H  0.6112  -5.5058  0.5867  0.5660
H  3.0711  -5.4104  0.3858  0.4088
H  6.1109  -1.6871  -0.1986  0.4680
C  -2.5336  1.0954  -1.1753  -0.5792
Si  -2.6249  2.7001  -0.2369  -0.0907
C  -1.5050  2.6173  1.3156  -1.0142
N  -0.0725  2.2094  1.1825  0.9702
C  0.6418  3.2014  0.3047  -0.2342
C  2.0853  3.4222  0.7149  -0.3947
C  2.1774  4.0375  2.1181  -0.8366
C  1.0268  3.5359  3.0037  -0.9346
C  0.5770  2.1610  2.5368  -0.8402
C  -4.3309  3.0405  0.4723  0.4126
C  -5.2257  3.8482  -0.2364  -0.4264
C  -6.4889  4.1359  0.2592  -0.7135
C  -6.8846  3.6281  1.4879  -0.5199
C  -6.0159  2.8231  2.2097  -0.7135
C  -4.7571  2.5323  1.7028  -0.1028
C  -2.2258  4.1935  -1.3012  0.8041
C  -2.3610  4.1475  -2.6887  -0.0248
C  -2.1716  5.2793  -3.4738  -0.9248
C  -1.8431  6.4864  -2.8793  -0.5272
C  -1.7247  6.5633  -1.4969  -0.8578
C  -1.9230  5.4315  -0.7232  -0.2311
H  -3.1589  1.1353  -2.0770  0.7808
H  -3.0247  0.3771  -0.5059  0.0566
H  -1.9806  1.9057  1.9911  0.4228
H  -1.5532  3.5984  1.8054  0.4317
H  0.1029  4.1490  0.3713  0.3336
H  0.5643  2.8560  -0.7268  -0.0858
H  2.5408  4.0818  -0.0254  0.7555
H  2.6293  2.4809  0.6630  -0.4124
H  2.1500  5.1268  2.0609  0.3529
H  3.1361  3.7724  2.5671  0.4279
H  0.1780  4.2229  2.9626  0.2535
H  1.3255  3.4825  4.0510  0.4645
H  -0.1339  1.7035  3.2255  0.4880
H  1.4511  1.5049  2.4769  0.4377
H  -4.9306  4.2720  -1.1900  0.3041
H  -7.1620  4.7631  -0.3113  0.4142
H  -7.8654  3.8611  1.8821  0.3887
H  -6.3201  2.4203  3.1675  0.4113
H  -4.1095  1.8839  2.2830  0.2725
H  -2.6333  3.2179  -3.1744  0.4427
H  -2.2908  5.2183  -4.5484  0.4324
H  -1.6924  7.3693  -3.4871  0.3921
H  -1.4906  7.5086  -1.0241  0.4159
H  -1.8613  5.5252  0.3567  0.3513
F  -1.0315  -0.9839  -1.3589  -0.1786
B  -1.0502  0.5020  -1.3942  -0.0393
F  -1.6671  -0.3670  1.4733  -0.5563
N  0.8636  -2.0426  4.7599  -0.4661
C  0.1706  -1.3197  3.8473  0.3674
N  -1.1289  -1.0473  4.1135  -0.3773
O  0.7261  -0.9201  2.8129  -0.4549
H  0.4880  -2.2578  5.6654  0.1881
H  1.8584  -2.0980  4.6317  0.2524
H  -1.6044  -1.5263  4.8580  0.2155
H  -1.6736  -0.7614  3.3086  0.1998

Charge   +1
Gap between HOMO and LUMO   6.731 eV

***

No. 3
Computed, not measured: a 3-piece molecular cluster, C4H14NO3 overall in a non-equilibrium geometry, with ωB97M-V/def2-TZVPD.

Each line ends with the natural charge from an NBO analysis.
Geometry (Å):
C  -1.3992  1.5806  -1.9440  -0.6688
C  -0.4569  0.9461  -0.9862  -0.1282
C  -0.8521  -0.4800  -0.5656  -0.5751
C  0.1392  -1.5440  -1.0311  0.3946
O  1.3312  -1.3742  -0.9695  -0.5659
N  -0.3888  1.7887  0.2789  -0.9922
H  -1.2862  1.0802  -2.9088  0.2281
H  -1.1080  2.6181  -2.1557  0.2240
H  -2.4339  1.6936  -1.6264  0.2293
H  0.5527  0.8535  -1.3735  0.2348
H  -1.8422  -0.7468  -0.9384  0.2308
H  -0.9041  -0.7244  0.5059  0.2468
H  -0.3682  -2.4556  -1.4034  0.1211
H  -1.3197  1.7451  0.7680  0.2976
H  -0.2672  2.7826  -0.0073  0.3477
H  0.3468  1.5405  0.9719  0.4327
H  2.8803  1.9380  1.7133  0.4720
H  2.2650  0.6030  1.4496  0.4672
O  2.0814  1.4333  1.9138  -0.9895
H  -0.0829  -2.2993  2.9508  0.4648
H  -0.0635  -2.4082  1.5336  0.4521
O  -0.6269  -2.6983  2.2484  -0.9239

Spin multiplicity   2
Gap between HOMO and LUMO (spin up / spin down)   3.657 / 10.464 eV

***

No. 4
Computed, not measured: one molecule with the formula C4H8O2S in a non-equilibrium geometry, with ωB97M-V/def2-TZVPD.

Each line ends with the natural charge from an NBO analysis.
Geometry (Å):
C  0.1984  2.1735  -0.2504  -0.4874
C  0.5052  0.4620  -0.5932  0.0363
C  -1.8129  -0.2582  -0.7881  -0.2369
C  1.8693  -1.4904  0.5652  -0.7881
O  2.8473  1.0671  0.2428  -0.9543
O  -0.4294  -0.4801  -0.9389  -0.5195
S  2.1303  0.0109  -0.5077  1.2392
H  1.0304  2.7908  0.0884  0.2293
H  -0.8541  2.3513  0.0519  0.1871
H  -2.1944  0.2703  -1.5976  0.1843
H  -2.0408  0.3123  0.0462  0.1885
H  -2.0981  -1.3317  -0.8893  0.2085
H  0.9167  -1.1733  1.1319  0.2322
H  2.6688  -1.4619  1.2711  0.2485
H  1.7564  -2.3026  -0.0974  0.2323

Gap between HOMO and LUMO (spin up / spin down)   7.996 / 8.545 eV